DFT (ωB97M-V/def2-TZVPD) results for a structure of composition C31H48Cl3MnN4O4Si.

Multiplicity   6
Frontier orbital gap (spin up / spin down)   0.2194 / 0.2621 Eh
Max |F|   3.30 eV/Å
Calculated total energy   -4551.31989 Ha
Net charge   -1

CARTESIAN COORDINATES (ANGSTROEM)
C: 4.823 -0.629 1.402
C: 3.940 0.576 1.396
H: 5.757 -0.424 1.939
H: 5.087 -0.937 0.380
H: 4.318 -1.473 1.886
C: 4.416 1.825 1.301
C: 5.860 2.162 1.144
H: 3.747 2.683 1.374
H: 6.355 1.523 0.399
H: 6.417 2.074 2.089
H: 5.951 3.203 0.814
Mn: 0.743 -1.305 -0.571
Cl: 0.251 -2.396 1.390
Cl: -0.269 -2.485 -2.154
H: -5.262 -3.059 -2.063
H: -4.097 -5.381 -0.683
C: -4.205 -3.019 -2.364
C: -3.205 -4.939 -1.158
N: -3.352 -3.499 -1.301
H: -3.937 -1.985 -2.593
C: -2.974 -2.626 -0.344
O: -3.311 -1.436 -0.342
H: -2.324 -5.162 -0.544
H: -2.317 -3.063 0.433
H: -4.070 -3.659 -3.239
H: -3.092 -5.385 -2.154
H: 3.736 0.551 -2.028
H: 3.316 3.271 -1.459
C: 2.996 0.740 -2.818
C: 2.692 3.151 -2.359
N: 2.108 1.817 -2.409
H: 2.417 -0.166 -3.008
C: 0.803 1.608 -2.152
O: 0.272 0.483 -2.079
H: 1.892 3.901 -2.337
H: 0.220 2.546 -2.022
H: 3.529 1.053 -3.725
H: 3.326 3.309 -3.240
O: 2.107 -0.002 0.092
C: 2.441 0.303 1.388
C: 1.374 2.544 0.977
C: 1.602 1.491 1.855
H: 1.765 2.456 -0.043
C: 0.696 3.682 1.414
H: 2.232 -0.563 2.034
C: 1.120 1.533 3.159
H: 0.515 4.493 0.707
C: 0.258 3.754 2.736
C: 0.469 2.682 3.610
H: 1.295 0.659 3.793
H: -0.255 4.650 3.089
H: 0.125 2.730 4.644
Si: 2.279 -4.287 -1.749
Cl: 2.797 -2.266 -0.994
C: 2.147 -4.191 -3.611
C: 0.868 -5.096 -0.839
C: 3.836 -5.210 -1.247
H: 2.162 -3.161 -3.988
H: 1.223 -4.665 -3.966
H: 2.990 -4.734 -4.063
H: 4.691 -4.931 -1.874
H: 3.685 -6.293 -1.343
H: 4.098 -4.997 -0.203
H: 0.617 -4.557 0.082
H: 1.175 -6.116 -0.568
H: -0.037 -5.167 -1.451
C: -5.331 1.902 1.707
N: -4.092 1.180 1.902
N: -2.982 1.514 1.221
C: -2.033 0.486 1.317
O: -0.984 0.458 0.658
C: -2.633 -0.427 2.253
C: -3.922 -0.032 2.478
C: -5.039 -0.739 3.148
C: -2.826 2.741 0.534
C: -3.112 3.947 1.183
C: -2.938 5.148 0.499
C: -2.485 5.134 -0.828
C: -2.177 3.925 -1.462
C: -2.327 2.723 -0.773
H: -6.122 1.321 2.184
H: -5.572 2.024 0.641
H: -5.290 2.888 2.180
H: -2.137 -1.317 2.595
H: -5.469 -0.155 3.974
H: -5.845 -0.998 2.444
H: -4.643 -1.674 3.559
H: -3.449 3.930 2.222
H: -3.157 6.088 1.008
H: -2.368 6.075 -1.369
H: -1.821 3.908 -2.493
H: -2.076 1.761 -1.220